[1]
Entry from the OMol25 dataset: C3H3BrO in the gas phase at a distorted geometry (ωB97M-V with the def2-TZVPD basis set).

Positions of all 8 atoms, in Å:
C -0.590 0.103 0.006
C -0.941 -1.163 -0.090
C 0.884 0.450 0.047
O -1.161 -2.308 -0.133
Br -2.031 1.367 0.187
H 1.374 -0.285 0.762
H 1.170 1.558 0.203
H 1.295 0.278 -0.982

Results
E, eV: -75247.998
Energy relative to the best compared isomer or geometry (same formula, charge and spin), kcal/mol: 12.3
HOMO level, eV: -8.705
SMILES: CC(Br)=C=O
LUMO level, eV: 0.0
2S+1: 1

---

[2]
Entry from the OMol25 dataset: C3H3BrO2 in the gas phase at a distorted geometry (ωB97M-V with the def2-TZVPD basis set).

Positions of all 9 atoms, in Å:
C 0.235 -0.601 -1.173
C 0.312 0.313 1.221
C -0.168 0.253 -0.120
O 0.634 -1.695 -0.969
O 0.381 1.387 0.313
Br -2.400 0.371 -0.491
H 0.110 -0.247 -2.280
H -0.316 0.319 2.078
H 1.212 -0.099 1.420

Results
E, eV: -77294.161
Energy relative to the best compared isomer or geometry (same formula, charge and spin), kcal/mol: 48.5
HOMO level, eV: -10.548
SMILES: O=C[C@@]1(Br)CO1
LUMO level, eV: -0.9
2S+1: 1

---

[3]
Entry from the OMol25 dataset: 2 unconnected molecules or ions with the total composition C3H3BrO2 at a distorted geometry (ωB97M-V with the def2-TZVPD basis set).

Positions of all 9 atoms, in Å:
C 2.325 0.293 -0.484
C -2.012 0.166 0.392
C -1.148 -0.453 -0.689
O 2.938 1.267 -0.306
O -1.628 -1.211 0.167
Br 2.559 -1.305 0.601
H 1.298 0.228 -1.149
H -1.313 0.494 1.150
H -3.018 0.522 0.318

Results
E, eV: -77292.483
Energy relative to the best compared isomer or geometry (same formula, charge and spin), kcal/mol: 87.2
HOMO level, eV: -10.012
LUMO level, eV: 0.2
2S+1: 1

---

[4]
Entry from the OMol25 dataset: 2 unconnected molecules or ions with the total composition C3H3BrO2 at a distorted geometry (ωB97M-V with the def2-TZVPD basis set).

Positions of all 9 atoms, in Å:
C -1.354 -0.377 2.104
C 1.202 0.434 -1.903
C 0.965 -0.331 -0.615
O -2.002 -1.299 2.507
O 0.842 -0.960 -1.680
Br -1.960 1.415 2.357
H -0.444 -0.489 1.626
H 0.461 1.167 -2.183
H 2.290 0.439 -2.213

Results
E, eV: -77292.708
Energy relative to the best compared isomer or geometry (same formula, charge and spin), kcal/mol: 82.0
HOMO level, eV: -10.078
LUMO level, eV: 0.3
2S+1: 1

---

[5]
Entry from the OMol25 dataset: C3H3BrO2 in the gas phase at a distorted geometry (ωB97M-V with the def2-TZVPD basis set).

Positions of all 9 atoms, in Å:
C 2.151 0.573 0.498
C -0.126 0.315 -0.114
C 0.972 -0.184 0.764
O 2.451 1.709 0.498
O -0.119 0.477 1.287
Br 3.549 -0.695 -0.294
H -0.150 1.139 -0.839
H -0.832 -0.626 -0.323
H 1.025 -1.234 1.013

Results
E, eV: -77295.024
Energy relative to the best compared isomer or geometry (same formula, charge and spin), kcal/mol: 28.6
HOMO level, eV: -10.443
SMILES: O=C(Br)[C@@H]1CO1
LUMO level, eV: 0.5
2S+1: 1

---

[6]
Entry from the OMol25 dataset: 2 unconnected molecules or ions with the total composition C3H3BrO2 at a distorted geometry (ωB97M-V with the def2-TZVPD basis set).

Positions of all 9 atoms, in Å:
C 1.845 1.257 -1.894
C -1.076 -0.176 -0.292
C -0.451 -0.492 1.049
O 2.504 1.192 -1.002
O -0.582 0.787 0.552
Br 1.423 -1.033 1.028
H -0.450 -0.415 -1.057
H -2.185 -0.256 -0.267
H -1.029 -0.863 1.884

Results
E, eV: -77294.845
Energy relative to the best compared isomer or geometry (same formula, charge and spin), kcal/mol: 32.7
HOMO level, eV: -10.122
LUMO level, eV: 0.9
2S+1: 1

---

[7]
Entry from the OMol25 dataset: C3H3BrO2 in the gas phase at a distorted geometry (ωB97M-V with the def2-TZVPD basis set).

Positions of all 9 atoms, in Å:
C 0.314 1.373 -0.302
C -0.749 -0.979 0.396
C 0.312 -0.145 -0.105
O 0.903 2.142 0.397
O -0.467 -0.992 -1.068
Br 2.142 -0.616 0.342
H -0.242 1.814 -1.164
H -0.417 -1.956 0.996
H -1.797 -0.640 0.508

Results
E, eV: -77290.959
Energy relative to the best compared isomer or geometry (same formula, charge and spin), kcal/mol: 48.5
HOMO level (spin up / spin down), eV: -6.992 / -10.586
LUMO level (spin up / spin down), eV: 0.8 / -3.2
2S+1: 3

---

[8]
Entry from the OMol25 dataset: a molecular structure, C3H3BrO2S at a distorted geometry (ωB97M-V with the def2-TZVPD basis set).

Positions of all 10 atoms, in Å:
C 1.004 -0.488 0.169
C 2.083 0.289 0.153
C -0.082 0.565 -0.063
O 1.127 2.612 1.257
O 1.475 2.519 -1.251
S 1.248 1.900 -0.013
Br 4.211 -0.462 0.021
H 0.764 -1.622 0.297
H -0.292 0.287 -1.095
H -0.754 0.871 0.746

Results
E, eV: -88128.438
Energy relative to the best compared isomer or geometry (same formula, charge and spin), kcal/mol: 27.5
HOMO level, eV: -10.468
LUMO level, eV: -1.0
2S+1: 1

---

- Number 7 is which compound?
  C3H3BrO2